Entry from OMol25: C11H6OS in the gas phase in a non-equilibrium geometry (ωB97M-V/def2-TZVPD).

ORCA input file:
```
! wB97M-V def2-TZVPD RIJCOSX def2/J DEFGRID3
* xyz 0 1
O 0.9438 -3.6565 0.7210
C 0.0188 -2.8728 0.3317
S -1.7053 -3.1687 -0.1672
C -2.0592 -1.3848 -0.3258
C -3.1270 -0.6224 -0.8201
C -3.0566 0.8270 -0.8689
C -2.0022 1.4644 -0.1705
C -0.9553 0.6982 0.3393
C 0.1944 1.2279 1.0500
C 1.2601 0.5286 1.3741
C 1.2540 -0.8171 1.1728
C 0.0579 -1.4219 0.6071
C -1.0271 -0.7088 0.2314
H -4.0148 -1.1885 -1.1367
H -3.8977 1.4114 -1.3333
H -1.9388 2.5101 -0.0738
H 0.3322 2.2828 1.2336
H 2.0834 0.8944 1.8899
H 2.0633 -1.3050 1.6505
*
```

Properties
HOMO-LUMO gap   7.6 eV
Structure (SMILES)   O=C1Sc2cccc3cccc1c23

Atom charges from the natural (NBO) analysis, given in e for atoms 1 to 2: atom 1 (O): -0.545, atom 2 (C): 0.400



Entry from OMol25: C11H7Cl2FeNS2 as an isolated structure in a non-equilibrium geometry (ωB97M-V/def2-TZVPD).

ORCA input file:
```
! wB97M-V def2-TZVPD RIJCOSX def2/J DEFGRID3
* xyz 1 6
Fe -1.1116 -1.6958 -1.2494
Cl 1.1918 -1.7638 -1.3242
C 1.7401 -1.6294 0.3180
C 3.0892 -1.5397 0.5873
C 3.5138 -1.4830 1.9103
C 2.5975 -1.4849 2.9453
C 1.2378 -1.5421 2.6689
Cl 0.0992 -1.4918 3.9420
C 0.7794 -1.6344 1.3394
S -0.9165 -1.7640 1.0084
H 3.8046 -1.5176 -0.2165
H 4.5664 -1.4403 2.1266
H 2.9288 -1.4404 3.9699
S -3.4140 -1.0109 -1.7899
C -2.6802 0.5622 -1.6782
C -3.3997 1.7552 -1.6517
C -2.6988 2.9445 -1.6004
C -1.3076 2.9154 -1.6056
C -0.6661 1.6852 -1.6112
N -1.3316 0.5343 -1.6256
H -4.4758 1.7237 -1.6690
H -3.2280 3.8833 -1.5683
H -0.7325 3.8274 -1.6080
H 0.4147 1.6074 -1.6191
*
```

Properties
HOMO-LUMO gap (alpha / beta)   8.0 / 4.6 eV

Atom charges from the natural (NBO) analysis, given in e for atoms 1 to 2: atom 1 (Fe): 1.266, atom 2 (Cl): 0.055



Entry from OMol25: C11H7Cl3N4O in the gas phase in a non-equilibrium geometry (ωB97M-V/def2-TZVPD).

ORCA input file:
```
! wB97M-V def2-TZVPD RIJCOSX def2/J DEFGRID3
* xyz 0 1
N -1.6981 3.5549 1.5392
C -1.2525 2.7044 0.6329
N -1.4090 3.1543 -0.6222
C -0.8679 2.3335 -1.5683
Cl -1.2888 2.5668 -3.2408
C -0.2725 1.1043 -1.2091
C 0.2925 0.3419 -2.2710
N 0.6006 -0.8460 -2.1064
O 1.4543 -1.4172 -2.9858
C -0.1601 0.8033 0.1441
C 0.2054 -0.4938 0.6870
C 1.4456 -0.7097 1.2169
C 1.9663 -1.9501 1.6488
C 1.0814 -3.0664 1.5002
Cl 1.2825 -4.6093 2.2925
C -0.1050 -2.8874 0.8827
C -0.6145 -1.6038 0.5083
Cl -2.2767 -1.1881 0.0394
N -0.8297 1.5569 1.0625
H -2.0666 4.3762 1.1783
H -2.0323 3.2217 2.4416
H 0.7625 0.8967 -3.0744
H 1.5278 -2.3822 -2.9467
H 2.0615 0.1413 1.3923
H 2.9730 -1.9068 2.0922
H -0.7796 -3.6953 0.7657
*
```

Properties
HOMO-LUMO gap   8.7 eV
Structure (SMILES)   Nc1nc(Cl)c(/C=N/O)c(-c2ccc(Cl)cc2Cl)n1

Atom charges from the natural (NBO) analysis, given in e for atoms 1 to 2: atom 1 (N): -0.764, atom 2 (C): 0.548